{
  "formula": "C8H11N3S",
  "method": "wB97M-V/def2-TZVPD",
  "elements": ["S", "N", "N", "N", "C", "C", "C", "C", "C", "C", "C", "C", "H", "H", "H", "H", "H", "H", "H", "H", "H", "H", "H"],
  "coordinates": [[0.56206, 2.64016, -1.36851], [1.27185, -0.65294, -3.26802], [0.59108, -1.13768, -2.22977], [0.00107, 1.88580, -0.01073], [-0.18796, 0.62708, 0.05449], [-1.64226, 0.66890, 2.00123], [0.33774, -0.03236, -1.48440], [-0.55207, -0.13594, 1.25025], [0.88017, 1.10614, -2.06528], [1.38247, 0.66428, -3.28633], [-1.06048, -1.62340, 0.82582], [0.78288, -0.24766, 2.03480], [-2.05370, -1.38798, 0.47555], [-2.47046, 0.07323, 2.43242], [-1.09124, 1.12763, 2.84867], [-0.26119, -1.81274, 0.12605], [0.65084, -0.64668, 3.12440], [1.58569, -1.29921, -4.03765], [-2.05470, 1.63386, 1.46307], [-1.23374, -2.21176, 1.78983], [1.30345, 0.77515, 1.98197], [1.32673, -1.11167, 1.47693], [1.93179, 1.09778, -4.13479]],
  "lowdin_charge": [0.98, -0.06, 0.06, -0.30, -0.25, -0.06, -0.16, -0.58, -0.54, -0.12, -0.01, -0.06, 0.07, 0.08, 0.07, 0.04, 0.11, 0.19, 0.11, 0.11, 0.10, 0.10, 0.13],
  "lumo_ev": 0.73,
  "total_charge": 0,
  "smiles": "CC(C)(C)c1nsc2c[nH]nc12",
  "homo_ev": -8.27
}

***

{
  "formula": "C9H16F6O5P",
  "method": "wB97M-V/def2-TZVPD",
  "elements": ["P", "F", "F", "F", "F", "F", "F", "O", "O", "O", "O", "O", "C", "C", "C", "C", "C", "C", "C", "C", "C", "H", "H", "H", "H", "H", "H", "H", "H", "H", "H", "H", "H", "H", "H", "H", "H"],
  "coordinates": [[-3.41156, 2.45260, 4.63968], [-4.91146, 2.10520, 4.39740], [-2.39962, 2.60458, 5.81515], [-3.89018, 3.68785, 5.46030], [-3.57875, 0.95968, 5.05457], [-2.21493, 2.00927, 3.74454], [-3.47389, 3.34828, 3.36570], [-3.49599, 1.34982, -1.20073], [-2.35360, -0.54205, -0.03373], [2.76230, 0.40152, -4.28779], [4.18085, 2.12080, -3.24939], [3.34676, 0.16923, -1.87777], [3.40368, 0.86780, -3.19228], [-2.65806, 0.88332, -0.25713], [-1.86800, -1.16652, -1.28651], [-1.95632, 2.01358, 0.72158], [-0.73642, -2.29562, -0.85825], [3.41028, -2.06330, -0.63760], [1.84386, -2.25629, -0.19565], [3.64391, -1.27124, -2.05341], [0.74296, -1.60750, -1.22263], [-1.37493, -0.37337, -2.01624], [4.25931, 2.40914, -2.28902], [-1.01335, 1.47576, 1.21731], [1.71295, -1.68290, 0.84311], [1.54484, -3.38235, 0.04381], [4.78539, -1.31842, -2.40018], [-0.87053, -3.21449, -1.60638], [-2.70218, 2.27725, 1.58763], [0.91946, -1.84226, -2.35671], [-0.83072, -2.60390, 0.26880], [-1.61588, 2.98202, 0.11890], [3.90699, -3.14506, -0.71805], [3.02939, -1.79364, -2.90124], [3.99741, -1.44887, 0.19912], [0.64790, -0.46395, -0.96770], [-2.78186, -1.64594, -1.86922]],
  "lowdin_charge": [-0.03, -0.15, -0.15, -0.15, -0.15, -0.17, -0.16, -0.05, -0.12, -0.01, 0.04, -0.09, -0.28, -0.29, -0.20, -0.01, -0.16, -0.17, -0.21, -0.20, -0.21, 0.14, 0.13, 0.09, 0.13, 0.12, 0.15, 0.12, 0.08, 0.12, 0.12, 0.10, 0.12, 0.12, 0.12, 0.12, 0.13],
  "lumo_ev": 1.80,
  "total_charge": -1,
  "homo_ev": -6.98
}

***

{
  "formula": "C9H12BrN",
  "method": "wB97M-V/def2-TZVPD",
  "elements": ["Br", "N", "C", "C", "C", "C", "C", "C", "C", "C", "C", "H", "H", "H", "H", "H", "H", "H", "H", "H", "H", "H", "H"],
  "coordinates": [[-1.35427, -2.43810, -0.93036], [0.32147, -1.59661, -0.51141], [-0.40701, -0.29741, 1.51098], [0.66073, -2.61536, 1.54070], [0.25581, 0.27329, -1.37222], [-1.05219, 1.64289, -2.86401], [0.99053, 2.44998, -1.76100], [-0.85890, 0.41829, -2.16813], [0.56922, -1.30358, 0.83291], [-0.08172, 2.63054, -2.68933], [1.16642, 1.26425, -1.10511], [2.01940, 1.24102, -0.37970], [-0.23093, 3.47360, -3.32263], [-1.88377, 1.89154, -3.50135], [1.51330, -0.70063, 0.80098], [-0.44277, -3.05542, 1.61300], [-1.51771, -0.48974, -2.21293], [1.58469, 3.34584, -1.39838], [-0.71635, 0.60435, 0.80730], [1.34271, -2.57341, 2.38363], [0.08146, 0.13079, 2.39523], [-1.45084, -0.84174, 1.79484], [1.17804, -3.39645, 0.98488]],
  "lowdin_charge": [0.70, -0.36, -0.09, -0.12, -0.08, -0.07, -0.09, -0.11, -0.66, -0.08, -0.11, 0.13, 0.09, 0.10, 0.13, 0.09, 0.00, 0.13, 0.10, 0.07, 0.06, 0.11, 0.07],
  "lumo_ev": [0.31, 0.31],
  "total_charge": 0,
  "homo_ev": [-8.77, -8.77]
}

***

{
  "formula": "C4H14N2O2",
  "method": "wB97M-V/def2-TZVPD",
  "elements": ["O", "O", "N", "N", "C", "C", "C", "C", "H", "H", "H", "H", "H", "H", "H", "H", "H", "H", "H", "H", "H", "H"],
  "coordinates": [[1.29362, -1.53811, 1.22940], [2.05191, 0.84642, 0.34104], [1.32485, -2.63420, 0.30599], [0.45702, 1.26393, 1.88469], [1.18732, 1.56450, 0.80095], [-0.94156, -0.27452, -0.77656], [-2.03593, 0.63841, -0.24144], [-0.23322, 0.31122, -1.98951], [1.75975, -0.74340, 0.76773], [-1.39351, -1.22904, -1.06506], [2.13463, -3.20235, 0.56104], [-1.63940, 1.62101, 0.00828], [0.54730, -0.36151, -2.33046], [0.49478, -3.18244, 0.52804], [-2.50575, 0.20932, 0.64145], [1.01123, 2.59114, 0.42639], [-0.25864, 1.87744, 2.23454], [0.47831, 0.30567, 2.21358], [0.23246, 1.26497, -1.74787], [-0.93602, 0.46988, -2.80836], [-0.21732, -0.58485, 0.00952], [-2.81183, 0.78652, -0.99336]],
  "lowdin_charge": [-0.23, 0.00, -0.03, 0.15, -0.41, -0.33, -0.13, -0.12, 0.05, 0.10, 0.07, 0.05, 0.07, 0.07, 0.07, 0.14, 0.11, 0.10, 0.06, 0.07, 0.06, 0.07],
  "lumo_ev": 0.87,
  "total_charge": 0,
  "smiles": "NC=O.CCC.NO",
  "homo_ev": -9.13
}

***

{
  "formula": "C5H20AsF6O5Ti",
  "method": "wB97M-V/def2-TZVPD",
  "elements": ["As", "Ti", "F", "F", "F", "F", "F", "F", "O", "O", "O", "O", "O", "C", "C", "C", "C", "C", "H", "H", "H", "H", "H", "H", "H", "H", "H", "H", "H", "H", "H", "H", "H", "H", "H", "H", "H", "H"],
  "coordinates": [[3.52407, 1.27786, 4.73268], [-0.43948, -0.26574, -0.34806], [4.95739, 1.01474, 3.63759], [1.99977, 1.59567, 5.73746], [2.53015, 1.20613, 3.26120], [3.66161, 3.15985, 4.60295], [3.40609, -0.52326, 4.91578], [4.48596, 1.28834, 6.16787], [-3.43145, 1.24790, 1.81706], [2.98225, 0.41966, -1.53789], [-2.15394, 2.42468, -3.14922], [0.58949, -3.17753, 1.85399], [-2.57301, -2.82501, -2.36239], [-3.29329, 1.53586, 3.27262], [3.02654, 1.34240, -2.56310], [-2.76922, -3.04134, -3.76007], [-1.84881, 3.04691, -4.40303], [1.24872, -4.27805, 1.14201], [3.83294, 0.66028, -1.16368], [-4.22201, 1.32231, 3.80176], [2.79185, 2.35216, -2.22634], [-3.10687, -3.50224, -1.94054], [-2.87789, -2.04505, -4.18867], [-3.05447, 2.57504, 3.49883], [-0.78574, 3.26714, -4.50049], [-2.84275, 2.87704, -2.65675], [-2.65475, 0.80509, 3.76894], [1.55997, -5.03488, 1.86203], [-1.91612, -3.30955, -4.38328], [1.21493, -2.89878, 2.52683], [-4.36568, 1.12868, 1.63104], [2.09231, -3.92299, 0.55008], [0.53667, -4.72034, 0.44526], [-2.54548, 3.87676, -4.52179], [-3.62219, -3.70125, -3.91835], [-2.03018, 2.33987, -5.21252], [3.91838, 1.37309, -3.18902], [2.17417, 1.10849, -3.20095]],
  "mulliken_spin": [0.00, 2.99, 0.00, 0.00, 0.00, 0.00, 0.00, 0.00, 0.00, 0.00, 0.00, 0.00, 0.00, 0.00, 0.00, 0.00, 0.00, 0.00, 0.00, 0.00, 0.00, 0.00, 0.00, 0.00, 0.00, 0.00, 0.00, 0.00, 0.00, 0.00, 0.00, 0.00, 0.00, 0.00, 0.00, 0.00, 0.00, 0.01],
  "multiplicity": 4,
  "lumo_ev": [-2.03, -2.09],
  "total_charge": 0,
  "s_squared": 3.750,
  "homo_ev": [-8.75, -10.67]
}

***

{
  "formula": "C28H45Si",
  "method": "wB97M-V/def2-TZVPD",
  "elements": ["Si", "C", "C", "C", "C", "C", "C", "C", "C", "C", "C", "C", "C", "C", "C", "C", "C", "C", "C", "C", "C", "C", "C", "C", "C", "C", "C", "C", "C", "H", "H", "H", "H", "H", "H", "H", "H", "H", "H", "H", "H", "H", "H", "H", "H", "H", "H", "H", "H", "H", "H", "H", "H", "H", "H", "H", "H", "H", "H", "H", "H", "H", "H", "H", "H", "H", "H", "H", "H", "H", "H", "H", "H", "H"],
  "coordinates": [[1.56971, -5.52632, 0.97496], [-0.85066, 1.12340, 1.74244], [-1.90985, -2.29388, -3.36023], [-2.15080, 1.03911, 0.99944], [-1.45196, -3.49556, -2.81284], [2.41477, -11.39592, -2.50042], [-0.17073, -3.53231, -2.27183], [1.42759, 0.43293, -1.20454], [0.15563, -1.18478, -2.73674], [2.04099, -2.58737, -1.68406], [-1.11948, -1.14664, -3.32095], [0.97016, 0.10195, -2.64464], [1.53961, 1.48176, 3.16171], [2.07256, -9.11571, -1.42983], [-0.86517, 1.49710, 3.07236], [0.40148, 0.83560, 1.08462], [1.67880, -6.75306, -0.48567], [-2.30245, -4.72677, -2.82696], [0.31114, 1.66253, 3.80976], [0.39151, 0.22619, -0.17782], [1.61881, 1.12677, 1.82531], [0.24399, 2.04257, 5.24827], [2.41480, -10.59225, -1.19919], [2.98326, 0.97348, 1.23313], [2.14717, 0.11459, -3.63270], [2.74872, -12.87211, -2.31437], [0.65572, -2.40793, -2.24799], [-1.65154, 0.12645, -3.92335], [2.04312, -8.23074, -0.17770], [-2.97255, 1.23284, 1.70075], [3.74711, -13.00330, -1.88158], [1.09081, -9.07097, -1.92009], [1.09881, -4.08828, 0.57042], [-0.99958, 0.49665, -4.72757], [2.73314, -13.39476, -3.27608], [1.25160, 2.11259, 5.66623], [-0.31794, 1.29383, 5.82088], [2.45708, 1.62877, 3.73592], [0.69612, -6.70896, -0.98224], [2.64849, 1.09116, -3.61989], [3.02880, -8.26640, 0.31374], [2.43890, -3.56882, -1.98624], [3.13889, -10.94897, -3.19164], [2.92706, -5.50784, 1.57279], [3.73714, 1.31700, 1.95239], [-2.64034, -0.06136, -4.35660], [3.40618, -10.67862, -0.73455], [-2.22831, 1.78805, 0.19829], [0.63892, -6.15214, 1.94292], [2.02314, -13.36503, -1.65721], [-2.89386, -2.24284, -3.82599], [0.21658, -4.46955, -1.85714], [2.04362, -2.57903, -0.58297], [2.30768, -0.18150, -0.96546], [1.31324, -8.63915, 0.53966], [1.77324, 1.48607, -1.19708], [-2.49946, -5.09266, -1.81079], [3.12326, 1.56799, 0.32203], [2.76406, -1.84525, -2.02929], [1.78207, -0.06770, -4.64891], [-1.81483, -5.54402, -3.37465], [1.68683, -11.04165, -0.51054], [-0.50413, -0.31299, -0.50480], [1.42767, -11.30839, -2.96929], [3.20934, -0.07863, 1.01062], [2.80650, -8.70697, -2.13738], [-1.77389, 0.93195, -3.18327], [-1.82786, 1.67355, 3.56267], [-3.26217, -4.51849, -3.30723], [2.88757, -0.65900, -3.40009], [2.42510, -6.32296, -1.17290], [-0.26529, 3.00470, 5.39528], [0.32661, 0.94591, -2.93144], [-2.31377, 0.05095, 0.55653]],
  "lowdin_charge": [0.64, -0.17, 0.00, -0.02, -0.26, -0.29, -0.01, -0.14, -0.15, -0.05, -0.22, -0.31, 0.02, -0.24, 0.02, -0.10, -0.41, -0.05, -0.20, 0.15, -0.14, -0.02, -0.24, -0.03, -0.03, -0.12, -0.20, -0.04, -0.28, 0.09, 0.07, 0.11, -0.07, 0.09, 0.07, 0.09, 0.11, 0.13, 0.05, 0.09, 0.11, 0.09, 0.11, -0.08, 0.09, 0.08, 0.12, 0.11, -0.08, 0.07, 0.12, 0.10, 0.05, 0.11, 0.11, 0.15, 0.09, 0.09, 0.05, 0.10, 0.09, 0.12, 0.14, 0.11, 0.11, 0.12, 0.08, 0.14, 0.08, 0.07, 0.06, 0.11, 0.12, 0.09],
  "lumo_ev": -5.41,
  "total_charge": 1,
  "homo_ev": -11.22
}

***

M readings, ordered: 181.26, 349.18, 214.11, 122.17, 396.99, 409.75 Da